Entry from OMol25: a cluster of 13 separate species, C33H98N16O15 in total at a distorted geometry (ωB97M-V/def2-TZVPD).

Values from the calculation:
Molecular weight ... 959.24 g mol⁻¹
Gap between HOMO and LUMO ... 9.06 eV
DFT total energy ... -90361.3350 eV
Charge ... 0
LUMO level ... 0.0163 Ha

```
162
C33H98N16O15 (ωB97M-V/def2-TZVPD)
C -5.77 -2.48 -4.78
C -5.01 -2.96 -3.50
C -4.53 -1.76 -2.66
O -3.42 -1.05 -3.22
C -2.18 -1.73 -3.00
N -6.09 -3.58 -2.74
H -6.23 -3.25 -5.39
H -5.18 -1.79 -5.40
H -6.64 -1.95 -4.39
H -4.25 -3.69 -3.77
H -4.36 -2.12 -1.64
H -5.35 -1.07 -2.48
H -2.10 -2.61 -3.63
H -2.15 -2.01 -1.95
H -1.32 -1.10 -3.20
H -6.74 -2.84 -2.51
H -5.55 -3.77 -1.91
C 3.14 -0.47 4.76
C 3.25 -1.43 5.95
C 2.42 -0.91 7.21
O 3.22 0.03 7.91
C 2.73 0.21 9.17
N 2.75 -2.73 5.49
H 2.09 -0.31 4.52
H 3.57 -0.93 3.87
H 3.62 0.49 4.98
H 4.27 -1.55 6.30
H 2.30 -1.84 7.77
H 1.37 -0.70 7.03
H 1.71 0.57 9.04
H 3.36 0.87 9.77
H 2.73 -0.76 9.67
H 2.60 -3.36 6.26
H 3.36 -3.16 4.81
C -2.59 0.71 -5.94
C -2.55 2.12 -5.27
C -4.00 2.78 -5.32
O -4.26 3.12 -6.60
C -5.50 3.60 -6.99
N -2.26 1.88 -3.88
H -1.64 0.17 -5.83
H -2.65 0.87 -7.01
H -3.36 0.03 -5.59
H -1.83 2.76 -5.78
H -4.08 3.74 -4.80
H -4.74 2.15 -4.82
H -6.34 3.08 -6.53
H -5.53 3.48 -8.07
H -5.71 4.66 -6.87
H -2.86 1.12 -3.59
H -1.39 1.38 -3.91
C 0.42 -3.65 -0.67
C -0.45 -4.89 -0.39
C 0.04 -5.83 0.70
O 1.38 -6.23 0.40
C 1.78 -7.24 1.21
N -1.74 -4.34 0.01
H 1.48 -3.86 -0.56
H 0.23 -2.86 0.05
H 0.23 -3.28 -1.68
H -0.56 -5.38 -1.36
H -0.72 -6.61 0.81
H 0.10 -5.33 1.67
H 1.27 -8.15 0.87
H 1.87 -7.19 2.29
H 2.80 -7.42 0.87
H -2.46 -5.03 0.10
H -1.77 -3.77 0.84
C -4.12 2.77 -1.48
C -4.35 2.25 0.00
C -3.66 0.84 0.26
O -4.05 0.21 1.44
C -3.49 -1.07 1.58
N -3.75 3.18 0.94
H -3.06 3.01 -1.57
H -4.61 3.66 -1.87
H -4.23 1.93 -2.16
H -5.42 2.11 0.21
H -2.58 0.91 0.31
H -3.81 0.26 -0.66
H -2.41 -1.01 1.52
H -3.90 -1.77 0.84
H -3.63 -1.48 2.58
H -4.39 3.97 1.01
H -3.69 2.89 1.91
C 3.73 1.93 2.49
C 4.15 3.34 2.95
C 5.37 4.03 2.15
O 6.53 3.22 1.94
C 7.57 3.99 1.23
N 3.02 4.14 2.64
H 2.83 1.66 3.03
H 4.46 1.16 2.74
H 3.54 1.87 1.42
H 4.45 3.31 4.00
H 5.55 5.07 2.43
H 5.00 4.03 1.13
H 8.45 3.42 0.92
H 7.91 4.81 1.86
H 7.18 4.46 0.32
H 2.48 3.83 3.43
H 3.23 5.11 2.84
C 3.37 -1.02 -4.77
C 2.05 -1.46 -3.97
O 1.53 -0.45 -3.02
O 4.60 -1.11 -4.10
H 3.20 0.03 -5.01
H 3.40 -1.51 -5.74
H 2.18 -2.46 -3.57
H 1.35 -1.59 -4.80
H 1.72 -0.78 -2.14
H 5.13 -0.32 -4.19
C 1.54 3.28 -3.19
C 1.42 2.67 -4.59
O 0.60 1.51 -4.45
O 0.42 4.06 -2.92
H 2.44 3.84 -2.92
H 1.55 2.57 -2.37
H 2.42 2.33 -4.83
H 1.12 3.40 -5.35
H 1.02 0.77 -4.00
H -0.31 3.56 -3.30
C -0.37 -3.03 3.47
O -1.40 -3.24 2.82
N 0.24 -3.98 4.20
N 0.13 -1.83 3.67
H -0.13 -4.92 4.21
H 1.05 -3.78 4.77
H -0.40 -1.01 3.43
H 1.00 -1.61 4.15
C 0.08 4.00 0.99
O -0.29 4.16 2.15
N -0.65 3.46 0.08
N 1.04 4.71 0.53
H -0.34 3.47 -0.88
H -1.64 3.33 0.27
H 1.66 5.07 1.24
H 1.33 4.55 -0.43
C -1.14 1.68 4.63
O 0.04 1.75 4.74
N -1.82 2.27 3.73
N -1.86 0.85 5.28
H -2.81 2.14 3.85
H -1.39 2.96 3.13
H -1.39 0.13 5.81
H -2.86 0.95 5.16
C 4.56 -2.44 -0.35
O 5.54 -3.11 -0.40
N 3.73 -2.35 0.67
N 4.09 -1.79 -1.40
H 2.97 -1.69 0.65
H 4.04 -2.84 1.49
H 3.22 -1.38 -1.10
H 4.55 -1.57 -2.28
C 0.86 0.33 0.09
O 1.72 -0.53 -0.21
N 0.76 0.78 1.31
N -0.14 0.68 -0.70
H 1.48 0.45 1.93
H 0.19 1.61 1.41
H -0.16 0.10 -1.52
H -0.77 1.41 -0.40
```